one.
Below is a cluster of 2 separate species, C2H10N2O in total, with properties calculated with the ωB97M-V functional and the def2-TZVPD basis.

Structure (XYZ):
```
15
Properties=species:S:1:pos:R:3:lowdin_charge:R:1
N -3.140 0.747 0.912 0.01
H -4.095 0.630 1.231 0.00
H -3.093 0.404 -0.041 0.01
H -2.994 1.747 0.869 0.01
C 0.346 0.222 0.769 -0.14
N 1.087 0.247 -0.490 -0.12
C 1.836 -0.955 -0.739 -0.35
O 2.384 -0.968 -2.034 -0.05
H -0.531 -0.420 0.712 0.06
H 0.053 1.238 1.015 0.07
H 0.959 -0.165 1.599 0.08
H 1.692 1.055 -0.495 0.10
H 2.686 -1.039 -0.051 0.12
H 1.165 -1.809 -0.619 0.12
H 1.645 -0.934 -2.637 0.08
```

Values from the calculation:
**E_LUMO**: 1.0 eV
**HOMO**: -8.96 eV
**Spin multiplicity**: 1
**SMILES string**: CNCO.N

two.
Below is a cluster of 2 separate species, C2H10N2O in total, with properties calculated with the ωB97M-V functional and the def2-TZVPD basis.

Structure (XYZ):
```
15
Properties=species:S:1:pos:R:3:lowdin_charge:R:1
C 3.391 -1.187 -0.040 -0.17
O 2.289 -0.483 -0.581 -0.12
H 4.290 -1.055 -0.638 0.07
H 3.147 -2.248 -0.017 0.08
H 3.621 -0.894 0.979 0.07
H 2.252 0.397 -0.197 0.07
N -2.199 -0.664 -0.141 -0.02
C -2.518 0.597 0.554 -0.37
N -1.940 1.806 -0.017 -0.02
H -1.183 -0.679 -0.286 0.06
H -2.546 -0.581 -1.093 0.05
H -2.132 0.488 1.565 0.10
H -3.607 0.694 0.544 0.10
H -1.815 1.753 -1.019 0.05
H -1.050 2.059 0.387 0.05
```

Values from the calculation:
**E_LUMO**: 0.6 eV
**HOMO**: -8.96 eV
**Spin multiplicity**: 1
**SMILES string**: NCN.CO

So which one is most stable? That would be one, about 0.0120 hartree below the next structure.

one.
Below is the ion C4H9NO2 with charge -1, with properties calculated with the ωB97M-V functional and the def2-TZVPD basis.

Structure (XYZ):
```
16
Properties=species:S:1:pos:R:3:lowdin_charge:R:1
C 0.825 0.107 -1.858 -0.42
O 2.116 0.645 -2.012 -0.41
C 0.353 0.574 -0.364 -0.35
C -0.952 -0.135 0.144 -0.22
C -1.341 -0.236 1.640 -0.25
O -2.776 -0.699 1.654 -0.10
N 1.373 0.126 0.719 -0.02
H 0.786 -1.005 -1.821 0.08
H -0.023 0.624 -2.315 0.07
H 0.171 1.676 -0.192 0.13
H -0.711 -1.157 -0.022 0.08
H -1.828 0.059 -0.385 0.07
H -0.737 -1.199 1.920 0.13
H -1.163 0.751 2.159 0.11
H 1.749 -0.809 0.455 0.06
H 2.158 0.679 0.278 0.05
```

Values from the calculation:
**E_LUMO (spin up / spin down)**: 3.9 / 1.9 eV
**HOMO (spin up / spin down)**: -2.87 / -2.78 eV
**Spin multiplicity**: 2
**Total charge**: -1

two.
Below is the ion C4H9NO2 with charge -1, with properties calculated with the ωB97M-V functional and the def2-TZVPD basis.

Structure (XYZ):
```
16
Properties=species:S:1:pos:R:3:lowdin_charge:R:1
C 0.174 0.792 -0.853 -0.31
N 1.108 -0.359 -0.913 0.01
C 0.164 -1.879 -0.655 -0.77
O -0.800 -2.066 -1.455 -0.14
O -0.014 -1.865 0.619 -0.12
C -0.835 0.863 0.332 -0.26
C -0.078 0.815 1.712 -0.15
H -0.575 0.647 -1.652 0.09
H 0.558 1.785 -1.042 0.09
H 1.485 -0.426 -1.869 0.06
H 1.122 -2.372 -0.945 0.13
H -1.213 1.883 0.143 0.08
H -1.606 0.067 0.388 0.10
H -0.655 0.972 2.653 0.04
H 0.832 1.443 1.670 0.05
H 0.334 -0.301 1.868 0.09
```

Values from the calculation:
**E_LUMO (spin up / spin down)**: 4.3 / 3.2 eV
**HOMO (spin up / spin down)**: -3.89 / -3.50 eV
**Spin multiplicity**: 2
**Total charge**: -1

So which one is most stable? That would be two, about 0.0470 hartree below the next structure.

one.
Below is a structure of composition C48H77FGeN5O4PS2Si3Y, with properties calculated with the ωB97M-V functional and the def2-TZVPD basis.

Structure (XYZ):
```
143
Properties=species:S:1:pos:R:3:lowdin_charge:R:1
Y -0.057 1.420 0.496 1.07
C -4.383 0.400 4.665 -0.44
S -4.574 0.321 2.876 0.78
C -2.940 0.755 2.342 -1.12
S -2.731 0.743 0.608 0.52
N -2.055 1.027 3.231 -0.09
N -0.799 1.266 2.719 -0.20
C 0.030 1.922 3.555 -0.15
C 1.360 2.160 3.152 -0.34
C 2.289 2.872 3.925 -0.08
C 3.587 2.977 3.440 -0.12
C 3.976 2.374 2.260 -0.06
C 3.026 1.612 1.512 -0.31
N 1.712 1.640 1.921 -0.06
H -5.347 0.127 5.094 0.02
H -4.104 1.404 4.975 0.03
H -3.613 -0.295 4.996 0.02
H -0.337 2.280 4.511 0.10
H 1.989 3.314 4.866 0.09
H 4.328 3.522 4.019 0.09
H 5.013 2.392 1.959 0.08
H 2.569 -0.009 0.240 0.06
C 1.083 -0.519 -5.529 -0.22
Si 0.657 -0.780 -3.699 0.26
C 2.154 -1.615 -2.916 -0.23
C -0.715 -2.082 -3.703 -0.22
Ge 0.053 1.145 -2.450 0.51
Si 1.614 2.747 -3.273 0.26
C 3.320 1.980 -3.502 -0.22
C 1.178 3.544 -4.936 -0.23
C 1.828 4.174 -2.065 -0.22
Si -2.002 1.779 -3.480 0.26
C -2.008 1.755 -5.378 -0.22
C -3.429 0.631 -3.018 -0.23
C -2.484 3.524 -2.971 -0.21
H 1.535 -1.428 -5.942 0.02
H 1.789 0.301 -5.668 0.00
H 0.189 -0.289 -6.114 0.00
H 2.341 -2.603 -3.351 0.02
H 1.965 -1.733 -1.844 0.00
H 3.064 -1.016 -3.014 0.01
H -0.378 -3.011 -4.176 0.03
H -1.604 -1.733 -4.235 0.01
H -1.016 -2.307 -2.678 -0.02
H 3.318 1.199 -4.266 0.01
H 3.675 1.537 -2.569 0.01
H 4.045 2.743 -3.806 0.03
H 1.077 2.804 -5.734 0.01
H 1.972 4.247 -5.215 0.02
H 0.241 4.104 -4.875 0.01
H 2.100 3.815 -1.068 0.02
H 0.908 4.754 -1.952 0.01
H 2.628 4.840 -2.409 0.02
H -1.670 0.790 -5.763 0.00
H -1.362 2.527 -5.801 0.00
H -3.029 1.924 -5.740 0.02
H -3.269 -0.372 -3.424 0.01
H -4.362 1.023 -3.439 0.03
H -3.561 0.539 -1.939 -0.04
H -1.803 4.264 -3.400 0.02
H -2.426 3.644 -1.888 0.00
H -3.503 3.764 -3.292 0.03
F -5.924 3.547 -0.695 0.09
C -5.251 4.525 -0.077 -0.19
C -4.063 4.298 0.491 0.06
N -3.361 5.291 1.139 0.02
C -2.020 4.978 1.631 -0.02
C -1.095 4.636 0.451 -0.61
O -0.911 5.451 -0.431 0.06
O -0.640 3.437 0.532 -0.22
C -3.841 6.575 1.230 -0.47
O -3.279 7.488 1.803 0.07
N -5.074 6.761 0.623 0.21
C -5.864 5.838 -0.052 -0.41
O -6.934 6.154 -0.533 0.07
H -3.603 3.312 0.472 0.10
H -2.079 4.132 2.316 0.13
H -1.648 5.858 2.147 0.13
H -5.435 7.700 0.678 0.16
C 2.344 -5.868 -0.203 -0.20
C 1.562 -5.085 -1.252 -0.20
C 0.407 -4.311 -0.601 -0.20
C 0.772 -3.785 0.806 -0.44
C 2.287 -3.556 0.860 -0.21
C 3.024 -4.899 0.784 -0.19
P -0.172 -2.237 1.219 1.12
C -1.966 -2.691 0.995 -0.44
C -2.457 -4.044 1.557 -0.20
C -3.719 -4.540 0.837 -0.21
C -4.645 -3.367 0.528 -0.20
C -3.985 -2.414 -0.486 -0.20
C -2.454 -2.509 -0.449 -0.26
C -0.045 -2.154 3.080 -0.42
C 1.206 -1.374 3.512 -0.23
C 1.329 -1.391 5.029 -0.18
C 1.658 -2.815 5.521 -0.20
C 1.166 -3.873 4.524 -0.21
C -0.168 -3.464 3.903 -0.19
H 3.087 -6.515 -0.676 0.10
H 1.654 -6.528 0.334 0.11
H 1.173 -5.745 -2.031 0.11
H 2.239 -4.386 -1.750 0.09
H -0.472 -4.957 -0.530 0.11
H 0.134 -3.479 -1.254 0.08
H 0.529 -4.552 1.551 0.10
H 2.591 -3.019 1.758 0.08
H 2.574 -2.920 0.020 0.09
H 3.053 -5.351 1.781 0.10
H 4.063 -4.724 0.491 0.11
H -2.447 -1.885 1.562 0.07
H -2.684 -3.926 2.620 0.11
H -1.680 -4.810 1.485 0.09
H -4.221 -5.292 1.453 0.10
H -3.445 -5.037 -0.100 0.11
H -4.852 -2.827 1.458 0.10
H -5.607 -3.721 0.150 0.10
H -4.272 -1.384 -0.264 0.06
H -4.334 -2.634 -1.499 0.11
H -2.027 -1.598 -0.874 0.06
H -2.118 -3.343 -1.068 0.09
H -0.898 -1.510 3.325 0.09
H 1.138 -0.363 3.135 0.06
H 2.119 -1.794 3.079 0.10
H 0.380 -1.047 5.454 0.11
H 2.090 -0.681 5.358 0.11
H 1.198 -2.989 6.499 0.10
H 2.737 -2.923 5.660 0.10
H 1.074 -4.846 5.015 0.10
H 1.904 -3.999 3.726 0.09
H -0.891 -3.306 4.712 0.12
H -0.561 -4.285 3.309 0.07
C 3.301 0.777 0.426 -0.08
C 4.545 0.656 -0.294 -0.26
C 5.444 1.720 -0.504 -0.08
C 6.616 1.554 -1.224 -0.12
C 6.944 0.327 -1.791 -0.14
C 6.056 -0.732 -1.625 -0.12
C 4.893 -0.572 -0.894 -0.07
H 5.185 2.707 -0.141 0.10
H 7.271 2.407 -1.368 0.09
H 7.857 0.205 -2.362 0.08
H 6.275 -1.697 -2.070 0.09
H 4.216 -1.412 -0.777 0.08
```

Values from the calculation:
**E_LUMO (spin up / spin down)**: 3.8 / 3.8 eV
**HOMO (spin up / spin down)**: -0.76 / -1.43 eV
**Spin multiplicity**: 2
**Total charge**: -2

two.
Below is a structure of composition C48H77FGeN5O4PS2Si3Y, with properties calculated with the ωB97M-V functional and the def2-TZVPD basis.

Structure (XYZ):
```
143
Properties=species:S:1:pos:R:3:lowdin_charge:R:1
Y 0.088 0.061 -0.930 1.10
C 2.967 5.629 -1.096 -0.45
S 1.831 5.031 -2.369 0.79
C 1.224 3.494 -1.690 -0.99
S 2.433 2.540 -0.889 0.85
N -0.004 3.307 -2.042 -0.11
N -0.625 2.100 -1.839 -0.14
C -1.907 2.153 -2.223 -0.16
C -2.708 1.004 -2.281 -0.31
C -4.057 1.053 -2.732 -0.06
C -4.783 -0.095 -2.840 -0.11
C -4.184 -1.332 -2.496 -0.10
C -2.889 -1.315 -2.043 -0.19
N -2.150 -0.201 -1.915 -0.01
H 3.345 6.581 -1.469 0.02
H 3.796 4.942 -0.949 0.00
H 2.448 5.785 -0.152 0.02
H -2.307 3.111 -2.548 0.11
H -4.481 2.014 -2.996 0.10
H -5.808 -0.061 -3.189 0.09
H -4.722 -2.266 -2.570 0.09
H -2.401 -2.233 -1.725 0.09
C 3.320 -0.378 -6.129 -0.23
Si 1.886 0.159 -5.005 0.27
C 2.127 2.006 -4.740 -0.24
C 0.308 -0.021 -6.036 -0.23
Ge 1.689 -1.052 -2.965 0.52
Si 1.078 -3.196 -3.840 0.28
C 1.327 -4.517 -2.514 -0.23
C 1.985 -3.819 -5.389 -0.23
C -0.749 -3.247 -4.345 -0.22
Si 3.972 -1.391 -2.369 0.28
C 4.991 0.192 -2.493 -0.22
C 4.064 -1.990 -0.581 -0.21
C 4.922 -2.677 -3.391 -0.23
H 3.281 0.171 -7.074 0.02
H 3.296 -1.445 -6.349 0.00
H 4.279 -0.162 -5.655 0.01
H 2.327 2.507 -5.692 0.02
H 2.953 2.217 -4.059 0.01
H 1.233 2.451 -4.301 0.01
H 0.318 0.668 -6.885 0.02
H -0.569 0.203 -5.425 0.02
H 0.192 -1.035 -6.420 0.00
H 2.327 -4.456 -2.078 0.00
H 1.200 -5.524 -2.923 0.03
H 0.596 -4.378 -1.715 0.00
H 3.067 -3.814 -5.270 0.00
H 1.737 -3.198 -6.252 0.01
H 1.670 -4.843 -5.612 0.02
H -1.353 -2.584 -3.726 -0.01
H -1.153 -4.259 -4.244 0.02
H -0.877 -2.933 -5.382 0.01
H 4.552 0.989 -1.891 -0.01
H 5.046 0.548 -3.523 0.01
H 6.010 0.011 -2.140 0.02
H 3.425 -1.376 0.059 0.00
H 5.081 -1.935 -0.185 0.03
H 3.735 -3.030 -0.508 0.00
H 4.937 -2.417 -4.450 0.01
H 4.481 -3.670 -3.294 0.01
H 5.956 -2.732 -3.038 0.02
F 3.462 -5.718 0.243 0.08
C 2.331 -5.781 0.964 -0.18
C 1.549 -4.706 1.138 0.06
N 0.390 -4.748 1.877 0.02
C -0.390 -3.523 2.042 -0.03
C -0.680 -2.876 0.672 -0.66
O -1.151 -3.580 -0.213 0.02
O -0.363 -1.647 0.606 -0.18
C -0.039 -5.908 2.474 -0.47
O -1.039 -6.003 3.157 0.07
N 0.783 -7.000 2.247 0.21
C 1.982 -7.066 1.541 -0.40
O 2.610 -8.105 1.454 0.07
H 1.807 -3.750 0.699 0.15
H 0.141 -2.827 2.691 0.12
H -1.331 -3.812 2.506 0.13
H 0.478 -7.861 2.679 0.16
C -0.713 0.998 6.129 -0.21
C 0.347 1.697 5.286 -0.19
C -0.238 2.173 3.946 -0.19
C -1.402 1.280 3.472 -0.43
C -1.104 -0.160 3.899 -0.21
C -1.172 -0.289 5.428 -0.19
P -1.692 1.418 1.640 1.14
C -1.870 3.254 1.348 -0.43
C -0.525 3.981 1.213 -0.21
C -0.723 5.326 0.501 -0.19
C -2.053 5.994 0.890 -0.20
C -2.478 5.551 2.285 -0.21
C -2.796 4.048 2.292 -0.20
C -3.477 0.863 1.475 -0.41
C -4.517 1.295 2.543 -0.20
C -4.979 0.121 3.403 -0.20
C -5.685 -0.944 2.556 -0.20
C -5.008 -1.105 1.182 -0.19
C -3.553 -0.656 1.250 -0.23
H -1.566 1.672 6.267 0.10
H -0.333 0.771 7.128 0.10
H 1.171 1.007 5.099 0.10
H 0.775 2.547 5.822 0.11
H 0.556 2.182 3.194 0.10
H -0.596 3.200 4.052 0.10
H -2.319 1.600 3.980 0.09
H -0.109 -0.414 3.530 0.09
H -1.792 -0.870 3.442 0.08
H -0.546 -1.127 5.747 0.11
H -2.196 -0.530 5.733 0.10
H -2.318 3.257 0.344 0.09
H 0.194 3.358 0.680 0.06
H -0.101 4.150 2.204 0.10
H -0.684 5.173 -0.578 0.08
H 0.109 5.990 0.756 0.10
H -2.837 5.711 0.180 0.11
H -1.966 7.083 0.837 0.10
H -3.348 6.114 2.634 0.10
H -1.666 5.764 2.987 0.11
H -3.835 3.906 1.982 0.10
H -2.721 3.675 3.316 0.09
H -3.763 1.321 0.518 0.10
H -5.392 1.722 2.040 0.11
H -4.131 2.082 3.187 0.07
H -5.646 0.476 4.195 0.10
H -4.111 -0.315 3.904 0.10
H -6.736 -0.668 2.424 0.10
H -5.679 -1.897 3.091 0.10
H -5.519 -0.499 0.428 0.11
H -5.072 -2.140 0.841 0.11
H -3.022 -0.911 0.339 0.07
H -3.051 -1.203 2.051 0.09
C 1.729 1.280 0.115 -0.64
C 2.444 1.134 1.346 -0.42
C 2.240 -0.040 2.135 -0.12
C 2.917 -0.283 3.309 -0.15
C 3.844 0.629 3.820 -0.17
C 4.048 1.800 3.096 -0.14
C 3.381 2.052 1.911 -0.11
H 1.538 -0.782 1.766 0.07
H 2.726 -1.210 3.844 0.09
H 4.378 0.433 4.741 0.07
H 4.750 2.541 3.467 0.08
H 3.578 2.982 1.392 0.06
```

Values from the calculation:
**E_LUMO (spin up / spin down)**: 3.9 / 3.9 eV
**HOMO (spin up / spin down)**: -0.42 / -0.45 eV
**Spin multiplicity**: 2
**Total charge**: -2

So which one is most stable? That would be one, about 0.0950 hartree below the next structure.